[1]
A structure of composition C22H15Cl5GdN5. Source: OMol25; level of theory: ωB97M-V/def2-TZVPD.

```
48
Properties=species:S:1:pos:R:3
Gd -0.552 0.066 -0.275
C -0.185 -2.243 2.572
N -1.100 -2.234 1.411
C -1.104 -3.476 0.603
C -0.883 -3.148 -0.843
N -0.261 -2.044 -1.213
C -0.239 -2.065 -2.615
C 0.298 -1.146 -3.515
C 0.141 -1.421 -4.859
C -0.514 -2.584 -5.295
C -1.029 -3.511 -4.409
C -0.877 -3.218 -3.061
N -1.266 -3.884 -1.897
C 0.699 -1.032 2.575
N 0.895 -0.278 1.511
C 1.763 0.748 1.912
C 2.276 1.824 1.189
C 3.106 2.693 1.866
C 3.425 2.495 3.220
C 2.926 1.429 3.940
C 2.084 0.565 3.251
N 1.388 -0.583 3.634
H 0.452 -3.129 2.537
H -0.739 -2.298 3.511
H -2.041 -2.078 1.753
H -2.032 -4.034 0.733
H -0.295 -4.133 0.929
H 0.860 -0.275 -3.191
H 0.546 -0.742 -5.595
H -0.606 -2.765 -6.356
H -1.517 -4.411 -4.756
H -1.739 -4.774 -1.856
H 2.058 1.977 0.136
H 3.532 3.540 1.346
H 4.086 3.197 3.709
H 3.181 1.281 4.981
H 1.401 -1.004 4.550
Cl -0.346 2.632 -2.914
C -1.065 3.217 -1.443
C -1.309 2.292 -0.456
C -1.823 2.713 0.745
Cl -2.045 1.458 1.968
C -2.140 4.038 1.001
Cl -2.780 4.514 2.510
C -1.908 4.967 -0.025
Cl -2.288 6.605 0.231
C -1.364 4.563 -1.256
Cl -1.070 5.696 -2.495
```

- multiplicity = 8
- HOMO (spin up / spin down) (Ha) = -0.5261 / -0.5254
- charge = +2
- LUMO energy (spin up / spin down) (eV) = -6.35 / -8.25
- frontier orbital gap (spin up / spin down) (eV) = 8.0 / 6.0

Löwdin population analysis, charges in e, atoms 1 to 6: number 1, Gd, carries 1.71; number 2, C, carries -0.09; number 3, N, carries -0.08; number 4, C, carries -0.09; number 5, C, carries -0.29; number 6, N, carries -0.06



[2]
A structure of composition C22H15Cl5N5OPt. Source: OMol25; level of theory: ωB97M-V/def2-TZVPD.

```
49
Properties=species:S:1:pos:R:3
Pt -0.606 0.606 0.024
C 1.167 0.276 -2.939
N -0.230 0.629 -2.926
C -1.186 -0.356 -3.367
C -1.722 -1.169 -2.221
N -1.594 -0.903 -0.941
C -2.155 -1.978 -0.244
C -2.242 -2.219 1.124
C -2.846 -3.396 1.514
C -3.357 -4.306 0.573
C -3.269 -4.074 -0.784
C -2.647 -2.892 -1.168
N -2.351 -2.349 -2.411
C 1.708 -0.199 -1.609
N 1.111 -0.261 -0.432
C 2.072 -0.671 0.500
C 1.974 -0.863 1.874
C 3.116 -1.276 2.526
C 4.320 -1.495 1.836
C 4.421 -1.308 0.473
C 3.264 -0.889 -0.175
N 2.993 -0.589 -1.503
H 1.749 1.154 -3.221
H 1.387 -0.503 -3.681
H -0.403 1.534 -3.329
H -0.744 -1.068 -4.078
H -2.007 0.140 -3.886
H -1.851 -1.509 1.840
H -2.930 -3.628 2.566
H -3.833 -5.212 0.924
H -3.668 -4.774 -1.505
H -2.568 -2.757 -3.305
H 1.049 -0.669 2.398
H 3.091 -1.426 3.597
H 5.193 -1.814 2.389
H 5.349 -1.475 -0.056
H 3.650 -0.625 -2.264
Cl -1.456 7.183 2.609
C -0.904 5.617 2.177
C -1.727 4.763 1.459
Cl -3.305 5.235 0.974
C -1.252 3.502 1.123
Cl -2.257 2.401 0.199
C 0.019 3.049 1.447
O 0.454 1.851 1.131
C 0.835 3.925 2.182
Cl 2.405 3.373 2.610
C 0.381 5.185 2.539
Cl 1.402 6.232 3.432
```

- HOMO (Ha) = -0.3869
- charge = +1
- LUMO energy (eV) = -2.44
- frontier orbital gap (eV) = 8.1

natural (NBO) population analysis, charges in e, atoms 1 to 6: number 1, Pt, carries 0.87; number 2, C, carries -0.27; number 3, N, carries -0.62; number 4, C, carries -0.27; number 5, C, carries 0.42; number 6, N, carries -0.50



[3]
A structure of composition C22H15ClIrN3OS4 in a non-equilibrium geometry. Source: OMol25; level of theory: ωB97M-V/def2-TZVPD.

```
47
Properties=species:S:1:pos:R:3
Ir -0.277 0.007 -0.057
Cl 5.818 3.950 0.880
C 4.232 3.312 0.727
C 3.158 4.166 0.419
C 1.891 3.652 0.323
C 1.612 2.273 0.496
O 0.394 1.873 0.406
C 2.733 1.392 0.758
C 2.630 -0.020 0.825
N 1.524 -0.737 0.788
C 1.531 -2.113 0.889
C 2.515 -2.896 1.482
C 2.308 -4.262 1.671
C 1.106 -4.864 1.341
C 0.085 -4.115 0.761
C -1.242 -4.614 0.529
C -2.202 -3.805 0.051
C -1.889 -2.420 -0.360
N -0.543 -2.002 -0.239
C 0.327 -2.751 0.447
C 4.013 1.960 0.886
H 3.340 5.217 0.261
H 1.054 4.294 0.078
H 3.580 -0.550 0.826
H 3.425 -2.447 1.847
H 3.086 -4.850 2.136
H 0.938 -5.910 1.552
H -1.447 -5.639 0.793
H -3.225 -4.125 -0.066
H -2.296 -2.206 -1.353
H 4.848 1.315 1.114
S -4.284 -0.227 -2.474
C -2.843 0.320 -2.262
S -1.419 0.983 -2.129
S -2.670 -1.041 0.695
S -1.621 3.964 -0.453
C -2.242 3.249 0.933
N -3.498 2.730 0.898
C -4.083 2.128 1.953
C -3.416 2.016 3.138
C -2.114 2.543 3.232
C -1.537 3.153 2.153
H -4.002 2.809 0.019
H -5.087 1.764 1.810
H -3.879 1.544 3.988
H -1.573 2.471 4.163
H -0.547 3.572 2.202
```

- multiplicity = 2
- HOMO (spin up / spin down) (Ha) = -0.3646 / -0.3646
- charge = +1
- LUMO energy (spin up / spin down) (eV) = -5.51 / -5.55
- frontier orbital gap (spin up / spin down) (eV) = 4.4 / 4.4

natural (NBO) population analysis, charges in e, atoms 1 to 6: number 1, Ir, carries 0.94; number 2, Cl, carries 0.04; number 3, C, carries -0.10; number 4, C, carries -0.12; number 5, C, carries -0.31; number 6, C, carries 0.50



One value per record, in order, for E: -4187.306996, -3616.531501, -3243.837841 a.u..